Here is a structure of composition C23H35N2O2P2Ru from OMol25. Energies are from wB97M-V/def2-TZVPD.

Output
Orbital gap (spin up / spin down)   5.33 / 5.18 eV
HOMO energy (spin up / spin down)   -7.60 / -10.63 eV
Total charge   +1
Multiplicity   5
Expectation value of S²   6.075

XYZ file:
```
65
C23H35N2O2P2Ru wB97M-V/def2-TZVPD
C -0.0807 1.5702 2.1347
N 0.0717 -1.1026 -2.3300
H 3.3800 -0.8823 -2.9114
H -0.3000 3.1538 -2.4654
C 1.2095 -1.5374 -4.4052
H -2.8213 1.8372 0.0131
H 0.4227 1.1589 4.2104
H -0.3697 0.9594 -1.0553
H -2.3209 -1.6049 5.2905
C -0.2544 -0.7706 2.6873
C 2.4314 -0.5589 -2.4621
H -2.1483 -1.9299 -4.6978
C 0.2148 -3.0264 3.4999
H 0.7993 -3.9454 3.4235
H -3.9053 1.0859 -1.2122
C -1.1012 -1.3871 -2.9254
C -0.0173 3.2447 3.9260
H 3.2310 1.1255 0.8711
H -2.2849 1.7265 -1.6922
H -3.1820 -0.8502 -2.6768
H 0.0045 -2.0246 0.0637
P -2.1103 -0.3895 -0.5488
C -2.3719 -1.3272 -2.1062
C -1.2662 -0.6560 3.6769
H 0.1164 3.4792 4.9816
H -0.9981 -3.7220 5.1486
C 3.3946 0.9386 -0.1991
Ru 0.1424 -0.4419 -0.2528
H -1.8326 0.2745 3.7535
H 2.4476 0.8709 -2.9054
H -0.0280 -2.1176 -6.0687
C 0.4861 -1.9759 2.6267
C 0.1455 1.9326 3.4918
C -0.7928 -2.8984 4.4624
C 1.2272 -1.1201 -3.0640
O -0.2143 2.2343 -2.7695
H 0.7878 2.1315 -3.0412
N -0.0361 0.2407 1.7414
H 4.2461 -2.0095 -0.3547
C -0.3441 2.6244 1.2187
C -0.3522 4.2552 3.0122
H -2.7074 -2.3404 -1.8288
H 1.2708 -2.0674 1.8697
H -0.4546 2.4108 0.1578
P 2.3776 -0.4899 -0.6576
C -3.1305 -1.1720 0.7194
H 3.0840 1.8075 -0.7960
H -4.1713 -1.2685 0.3767
C -1.1651 -1.7391 -4.2736
H 2.5859 1.9297 -4.1422
H -2.7138 -2.1614 0.9521
H 4.4549 0.7108 -0.3850
H 2.1677 -1.5724 -4.9225
C -2.8604 1.2286 -0.8996
H -3.0933 -0.5585 1.6291
H 0.6172 1.0334 -1.0661
H -0.7456 4.7093 0.9302
C -0.5038 3.9368 1.6611
O 2.2696 1.8851 -3.2242
C 3.2195 -1.9371 0.0329
C 0.0040 -1.8307 -5.0203
H 2.6494 -2.8405 -0.2250
C -1.5334 -1.7124 4.5441
H -0.4818 5.2833 3.3531
H 3.2344 -1.8103 1.1245
```

Population analysis type Mulliken, resulting atomic charges in e:
1 C -0.0459
2 N 0.6796
3 H 0.7455
4 H 0.2941
5 C -1.0457
6 H 0.3191
7 H 0.5599
8 H 0.0657
9 H 0.3969
10 C -0.0566
11 C -0.7774
12 H 0.5112
13 C -0.8542
14 H 0.4192
15 H 0.5516
16 C 0.6376
17 C -0.6593
18 H 0.3545
19 H 0.3094
20 H 0.5708
21 H 0.0259
22 P 1.3739
23 C -1.4254
24 C 0.0965
25 H 0.4029
26 H 0.3973
27 C -1.4015
28 Ru -1.1979
29 H 0.5504
30 H 0.1760
31 H 0.4304
32 C 0.2004
33 C -0.4648
34 C -0.5104
35 C 0.3641
36 O -0.6305
37 H 0.3756
38 N 0.7809
39 H 0.4937
40 C -0.0030
41 C -0.5227
42 H 0.4849
43 H -0.0074
44 H 0.4184
45 P 1.4101
46 C -1.3851
47 H 0.3767
48 H 0.5178
49 C -0.8084
50 H 0.2976
51 H 0.3490
52 H 0.4486
53 H 0.5003
54 C -1.4360
55 H 0.3204
56 H 0.1629
57 H 0.4170
58 C -0.9496
59 O -0.7097
60 C -1.6545
61 C -0.5619
62 H 0.3561
63 C -0.8868
64 H 0.3992
65 H 0.4526

Here is the molecule C5H8N2 from OMol25. Energies are from wB97M-V/def2-TZVPD.

Output
Orbital gap   9.86 eV
HOMO energy   -8.97 eV
Total charge   0
Structure (SMILES)   C1=NC[C@H]2C[C@@H]2N1
Energy above the lowest of the compared OMol25 structures with the same formula, charge and spin   4.335 eV

XYZ file:
```
15
C5H8N2 wB97M-V/def2-TZVPD
C 0.5899 -0.7372 0.1502
C -0.4665 1.4820 -0.0007
C 0.5796 0.5042 -0.4590
C -1.7337 -0.6156 -0.0723
H 2.2301 0.2728 0.9940
N -0.5984 -1.4958 -0.3280
C 1.9268 -0.1578 0.0047
H -0.2741 1.7755 1.0655
H 0.6185 0.3620 -1.5543
H -0.8410 -2.3252 0.4437
H 0.4001 -0.7409 1.2976
H -2.8009 -1.0428 -0.1104
H -0.6519 2.3265 -0.5931
H 2.7318 -0.2779 -0.8336
N -1.7105 0.6704 -0.0044
```

Population analysis type Mulliken, resulting atomic charges in e:
1 C 0.0546
2 C -0.6043
3 C 0.1408
4 C 0.0379
5 H 0.2483
6 N -0.5434
7 C -0.6126
8 H 0.2318
9 H 0.1592
10 H 0.3283
11 H 0.1404
12 H 0.3404
13 H 0.3085
14 H 0.2629
15 N -0.4930

Here is a structure of composition C37H46N3P2ReSSi from OMol25. Energies are from wB97M-V/def2-TZVPD.

Output
Orbital gap (spin up / spin down)   5.52 / 4.46 eV
HOMO energy (spin up / spin down)   -14.67 / -14.67 eV
Total charge   +3
Multiplicity   4
Expectation value of S²   3.777
Energy above the lowest of the compared OMol25 structures with the same formula, charge and spin   0.000 eV

XYZ file:
```
91
C37H46N3P2ReSSi wB97M-V/def2-TZVPD
C -2.4231 -3.8788 0.8154
H 0.9893 -1.7841 -5.2833
H -0.3730 -0.8454 -5.8951
C -3.1819 -3.4110 -1.4264
C 1.3937 -2.9213 0.4214
H 4.3842 -1.4383 -0.5022
H -0.4386 1.9281 -2.1985
H -1.1421 -2.4190 1.7066
C 5.5719 -0.0006 -1.5597
H -3.6905 0.1075 -0.0393
H 0.4115 4.6968 -0.0634
H 0.3696 2.9634 -0.3306
H -2.4060 -4.5302 1.6792
H -2.5595 -1.5542 -2.2760
C -3.1476 -4.2422 -0.3142
C 2.5653 -1.5303 2.0360
H 3.0398 -2.4724 3.9085
C -0.8961 -0.6177 5.6298
H -2.5911 4.9892 1.0724
H -0.0831 2.5983 4.8514
C 4.4077 -0.4594 -0.9650
C -1.7676 -1.8357 -0.2783
H 0.7823 4.4266 3.6454
C -2.5071 -2.2020 -1.4090
H 2.3650 1.1333 3.6229
H -2.0099 3.5618 -3.1621
N 2.1414 1.5089 2.7007
H 1.0365 -4.9348 1.0300
C -0.2201 4.6319 3.2597
H 0.9307 -3.0600 -0.5466
H 3.1702 -0.6597 2.2514
P 1.7633 -0.2199 -0.2671
C -1.3307 -1.0637 4.4054
H 6.5061 1.5989 -2.6336
H -1.9392 -0.4302 2.4337
N -0.6386 1.8215 2.2434
H -0.9883 -0.1782 -3.5878
H 2.0218 -4.6319 3.2766
C -1.9543 0.9254 -1.0373
H 3.0212 1.5740 2.1905
H 6.4586 -0.6194 -1.5559
S -1.1284 -2.8050 -4.7321
H -4.4102 3.4585 -2.5891
C -1.7258 -2.6829 0.8323
C -2.3682 2.8161 -2.4651
C 3.2897 1.6110 -1.6004
C -2.4738 3.9262 1.2983
H -1.4799 -2.9071 -7.1148
C -4.1891 1.7899 -1.2617
C 3.2669 0.3499 -0.9888
C 2.5588 -2.5875 2.9462
H 1.5549 3.6789 0.7882
C 0.5219 3.7293 0.4329
H 0.6210 0.3877 -4.0292
C -0.4331 1.5844 4.7195
N 0.5195 -0.4531 -1.3429
C 0.6173 -1.2282 -2.6101
C -1.3464 -0.1812 3.3082
H -2.7604 3.3574 0.4147
H 1.6772 -1.4399 -2.7760
H -3.1685 3.6873 2.1066
H -1.7521 -4.4567 -6.3009
H -0.9136 -1.2754 6.4882
C -3.7191 2.7553 -2.1437
C 4.4582 2.0527 -2.1911
H 0.1155 -2.1881 -2.4652
Re 0.4969 0.3519 1.6712
C -0.4737 0.7152 5.7852
C 1.9992 -3.8009 2.5838
H -1.7246 -2.0655 4.2927
H -3.6908 -5.1778 -0.3254
C -0.8693 1.1447 3.4518
P -0.8579 -0.2988 -0.3303
Si -0.7346 3.5948 1.8061
C -3.3112 0.8744 -0.7039
C 5.5946 1.2478 -2.1682
C 1.9657 -1.6865 0.7647
H -0.0942 -3.9158 -6.6076
C -1.1003 -3.5879 -6.3561
C -1.4829 1.9047 -1.9122
C -0.0086 -1.4126 -5.0390
H -0.1645 1.0614 6.7632
H -3.7390 -3.6981 -2.3077
C 0.0298 -0.5059 -3.8124
H 1.8345 2.4684 2.8594
H -5.2421 1.7413 -1.0195
H -0.2052 5.6711 2.9169
H -0.9289 4.5868 4.0878
H 4.4902 3.0213 -2.6709
H 2.4020 2.2335 -1.6189
C 1.4409 -3.9726 1.3157
```

Population analysis type Mulliken, resulting atomic charges in e:
1 C -1.1181
2 H 0.4892
3 H 0.5770
4 C -0.9465
5 C -0.9001
6 H 0.4760
7 H 0.5312
8 H 0.6072
9 C -0.8383
10 H 0.4827
11 H 0.6157
12 H -0.3693
13 H 0.5276
14 H 0.7842
15 C -0.8937
16 C 0.2007
17 H 0.5389
18 C -0.7938
19 H 0.4199
20 H 0.2749
21 C -0.5770
22 C 0.8393
23 H 0.4032
24 C -0.6737
25 H 0.3538
26 H 0.5344
27 N -0.6340
28 H 0.5561
29 C -1.2510
30 H 0.3725
31 H 0.7176
32 P 0.9622
33 C -0.8009
34 H 0.4530
35 H 0.8539
36 N 0.9578
37 H 0.1128
38 H 0.4842
39 C 2.0216
40 H 0.3620
41 H 0.4698
42 S 0.1135
43 H 0.4658
44 C -0.4879
45 C -1.0940
46 C -0.5898
47 C -0.6853
48 H 0.3100
49 C -0.8725
50 C 0.7848
51 C -1.0435
52 H 0.3477
53 C -0.1928
54 H 0.4195
55 C -0.7182
56 N 1.0343
57 C -0.6904
58 C -0.1392
59 H 0.0107
60 H 0.6648
61 H 0.3838
62 H 0.3758
63 H 0.4865
64 C -0.8393
65 C -0.8306
66 H 0.3650
67 Re 0.4597
68 C -0.7048
69 C -0.7784
70 H 0.5910
71 H 0.4564
72 C 0.8522
73 P -0.4758
74 Si -0.0769
75 C -1.2887
76 C -0.6364
77 C 0.2092
78 H 0.2981
79 C -0.9504
80 C -0.5074
81 C -1.2257
82 H 0.4789
83 H 0.5288
84 C -0.5336
85 H 0.0173
86 H 0.5031
87 H 0.4141
88 H 0.3894
89 H 0.4872
90 H 0.3056
91 C -0.5746

no.,total energy (Ha)
1,-1934.6297
2,-304.6762
3,-3049.6029